# 1
{"formula": "C34H30BBiF10IN11OSSe", "method": "ωB97M-V/def2-TZVPD", "lumo_energy_ha": [-0.086, -0.171], "homo_ha": [-0.3668, -0.3667], "molar_mass_g_mol": 1256.4, "s_squared": 0.77, "total_charge": 1, "multiplicity": 2, "orbital_gap_ev": [7.6, 5.3], "symbols": ["Bi", "C", "C", "C", "C", "N", "N", "B", "N", "C", "C", "C", "C", "N", "N", "C", "C", "C", "C", "N", "N", "C", "C", "C", "C", "N", "H", "H", "H", "H", "H", "H", "H", "H", "H", "H", "H", "H", "H", "H", "H", "H", "H", "H", "H", "H", "F", "C", "C", "F", "C", "F", "C", "S", "C", "F", "C", "F", "F", "C", "C", "F", "C", "F", "C", "Se", "C", "F", "C", "F", "C", "C", "N", "C", "C", "N", "H", "H", "H", "H", "H", "H", "N", "C", "O", "C", "I", "H", "H", "H", "H"], "coordinates": [[-0.455, -0.107, -0.095], [-2.298, -2.607, -1.894], [-2.991, -2.087, -0.695], [-4.136, -2.577, -0.067], [-4.327, -1.764, 1.032], [-3.368, -0.830, 1.048], [-2.553, -1.026, -0.004], [-3.080, 0.282, 2.083], [-1.777, -0.076, 2.798], [-1.560, -0.390, 4.078], [-0.221, -0.682, 4.239], [0.351, -0.530, 2.981], [1.758, -0.735, 2.580], [-0.614, -0.162, 2.123], [-2.840, 1.596, 1.293], [-3.476, 2.767, 1.433], [-2.957, 3.657, 0.518], [-1.968, 2.944, -0.163], [-1.091, 3.455, -1.242], [-1.923, 1.701, 0.319], [-4.237, 0.495, 3.005], [-5.512, 0.755, 2.598], [-6.220, 1.218, 3.672], [-5.289, 1.218, 4.737], [-5.515, 1.651, 6.141], [-4.116, 0.790, 4.315], [-1.517, -3.308, -1.595], [-2.998, -3.142, -2.533], [-1.823, -1.811, -2.462], [-4.734, -3.409, -0.369], [-5.081, -1.800, 1.792], [-2.361, -0.342, 4.786], [0.280, -0.982, 5.134], [1.925, -1.785, 2.339], [2.003, -0.144, 1.699], [2.436, -0.463, 3.386], [-4.253, 2.907, 2.155], [-3.250, 4.673, 0.354], [-0.246, 3.980, -0.799], [-0.709, 2.647, -1.857], [-1.640, 4.165, -1.857], [-5.804, 0.606, 1.580], [-7.247, 1.519, 3.699], [-6.415, 1.189, 6.547], [-4.657, 1.376, 6.748], [-5.646, 2.734, 6.188], [4.707, -5.253, -1.614], [3.636, -4.655, -1.097], [3.554, -3.266, -1.069], [4.558, -2.519, -1.533], [2.425, -2.645, -0.556], [2.381, -1.290, -0.581], [1.355, -3.371, -0.030], [-0.089, -2.690, 0.655], [1.487, -4.770, -0.021], [0.511, -5.502, 0.520], [2.595, -5.411, -0.556], [2.669, -6.739, -0.551], [10.196, 1.765, 1.655], [8.908, 1.515, 1.448], [8.139, 2.391, 0.681], [8.691, 3.492, 0.172], [6.804, 2.099, 0.447], [6.033, 2.942, -0.259], [6.217, 0.941, 0.953], [4.455, 0.474, 0.559], [6.995, 0.092, 1.738], [6.420, -1.007, 2.232], [8.326, 0.371, 1.997], [9.056, -0.431, 2.766], [2.116, 2.078, -1.616], [1.825, 2.423, -0.208], [0.990, 1.809, 0.608], [1.005, 2.493, 1.790], [1.881, 3.529, 1.695], [2.383, 3.476, 0.424], [1.454, 1.286, -1.951], [3.149, 1.740, -1.712], [1.986, 2.953, -2.250], [0.389, 2.199, 2.613], [2.182, 4.264, 2.413], [3.074, 4.100, 0.032], [-1.448, 1.054, -4.990], [-1.600, 0.819, -3.685], [-0.671, 0.529, -2.944], [-3.007, 0.983, -3.157], [-4.356, -0.439, -4.063], [-0.542, 0.942, -5.418], [-2.226, 1.286, -5.586], [-3.397, 1.971, -3.393], [-3.033, 0.819, -2.083]]}

# 2
{"formula": "CH2N2O2S", "method": "ωB97M-V/def2-TZVPD", "lumo_energy_ha": -0.001, "homo_ha": -0.3351, "molar_mass_g_mol": 106.1, "multiplicity": 1, "e_above_lowest_kj_mol": 516.0, "orbital_gap_ev": 9.1, "symbols": ["C", "N", "N", "O", "O", "S", "H", "H"], "coordinates": [[-0.063, 0.755, -0.005], [1.205, 0.454, -0.032], [-0.951, -0.969, -0.029], [-0.278, -1.973, 0.001], [-2.098, -0.795, -0.037], [-1.084, 1.965, -0.010], [1.295, -0.507, 0.339], [1.974, 1.069, -0.227]]}

# 3
{"formula": "C8H14N2", "method": "ωB97M-V/def2-TZVPD", "lumo_energy_ha": [0.017, 0.017], "homo_ha": [-0.2611, -0.2615], "molar_mass_g_mol": 138.2, "multiplicity": 1, "e_above_lowest_kj_mol": 464.2, "orbital_gap_ev": [7.6, 7.6], "symbols": ["C", "C", "C", "C", "C", "C", "C", "C", "N", "N", "H", "H", "H", "H", "H", "H", "H", "H", "H", "H", "H", "H", "H", "H"], "coordinates": [[1.264, -0.759, 2.184], [0.159, -0.501, 2.988], [0.831, -1.303, 0.891], [-1.005, -0.615, 2.033], [-0.669, 1.598, -0.463], [1.508, 1.161, -1.401], [-0.708, 0.318, -2.557], [0.002, 1.038, -1.425], [-0.535, -1.257, 0.792], [-1.335, -1.608, -0.185], [2.293, -0.769, 2.465], [-0.001, -0.057, 3.907], [1.429, -1.583, 0.098], [-1.966, -1.108, 2.363], [-0.336, 1.976, 0.475], [-1.729, 1.401, -0.434], [-1.325, 0.462, 1.747], [1.908, 0.059, -1.313], [1.815, 1.800, -0.572], [1.879, 1.553, -2.319], [-1.293, 0.963, -3.061], [0.100, -0.194, -3.022], [-1.421, -0.415, -2.255], [-0.868, -2.159, -0.937]]}

# 4
{"formula": "C2H3NO2", "method": "ωB97M-V/def2-TZVPD", "lumo_energy_ha": 0.008, "homo_ha": -0.3978, "molar_mass_g_mol": 73.1, "multiplicity": 1, "e_above_lowest_kj_mol": 475.0, "orbital_gap_ev": 11.0, "symbols": ["C", "C", "N", "O", "O", "H", "H", "H"], "coordinates": [[0.619, 1.711, 0.874], [-0.412, -1.109, -0.575], [1.293, 2.627, 1.042], [0.126, 0.557, 0.842], [-0.709, 0.318, -0.354], [-1.109, -1.470, -1.200], [-0.390, -1.511, 0.475], [0.582, -1.125, -1.105]]}

# 5
{"formula": "C2H5NS2", "method": "ωB97M-V/def2-TZVPD", "lumo_energy_ha": 0.025, "homo_ha": -0.3150, "molar_mass_g_mol": 107.2, "multiplicity": 1, "e_above_lowest_kj_mol": 16.2, "orbital_gap_ev": 9.2, "symbols": ["C", "C", "H", "H", "H", "H", "H", "N", "S", "S"], "coordinates": [[1.894, -0.996, 0.011], [-0.566, 0.348, 0.000], [2.983, -0.954, -0.022], [1.507, -1.511, -0.883], [1.494, -1.501, 0.914], [-0.578, 2.416, 0.065], [-2.112, 1.723, -0.027], [-1.089, 1.571, 0.002], [1.188, 0.638, -0.007], [-1.416, -1.093, -0.001]]}

# 6
{"formula": "C34H70Cl12FN2O6", "method": "ωB97M-V/def2-TZVPD", "lumo_energy_ha": -0.082, "homo_ha": -0.4051, "molar_mass_g_mol": 1047.4, "total_charge": 1, "multiplicity": 1, "orbital_gap_ev": 8.8, "symbols": ["C", "C", "O", "C", "C", "C", "C", "C", "C", "C", "F", "O", "C", "O", "C", "C", "N", "C", "C", "C", "O", "C", "O", "C", "C", "C", "C", "O", "N", "C", "C", "H", "H", "H", "H", "H", "H", "H", "H", "H", "H", "H", "H", "H", "H", "H", "H", "H", "H", "H", "H", "H", "H", "H", "H", "H", "H", "H", "H", "H", "H", "H", "H", "H", "H", "H", "H", "H", "H", "H", "H", "H", "H", "H", "H", "H", "H", "Cl", "C", "C", "Cl", "H", "H", "H", "H", "Cl", "C", "C", "Cl", "H", "H", "H", "H", "Cl", "C", "C", "Cl", "H", "H", "H", "H", "Cl", "C", "C", "Cl", "H", "H", "H", "H", "Cl", "C", "C", "Cl", "H", "H", "H", "H", "Cl", "C", "C", "Cl", "H", "H", "H", "H"], "coordinates": [[3.395, 2.863, 2.537], [2.452, 3.852, 3.128], [2.475, 4.967, 2.260], [1.267, 5.644, 2.023], [0.162, 4.907, 1.248], [0.617, 3.925, 0.166], [-0.198, 4.121, -1.106], [0.365, 3.440, -2.348], [0.722, 1.964, -2.202], [1.958, 1.646, -3.027], [1.908, 2.268, -4.217], [2.128, 0.283, -3.330], [1.476, -0.603, -2.476], [1.904, -0.584, -1.166], [3.312, -0.650, -1.022], [3.929, -1.941, -1.533], [4.950, -2.484, -0.668], [4.506, -3.580, 0.188], [4.572, -4.883, -0.537], [4.092, -6.014, 0.333], [5.896, -5.150, -0.965], [-0.043, -0.432, -2.531], [-0.556, -1.064, -1.431], [-0.524, -1.125, -3.804], [-1.220, -2.448, -3.574], [-0.287, -3.577, -3.230], [-1.022, -4.863, -2.915], [-2.257, -4.651, -2.262], [-0.411, 1.064, -2.590], [-1.683, 1.375, -1.892], [-2.882, 0.655, -2.460], [3.146, 2.635, 1.515], [3.428, 1.942, 3.097], [4.360, 3.328, 2.589], [1.471, 3.422, 3.267], [2.867, 4.146, 4.079], [1.560, 6.496, 1.433], [0.861, 6.035, 2.945], [-0.417, 4.349, 1.963], [-0.495, 5.654, 0.830], [0.386, 2.947, 0.557], [1.677, 3.967, -0.027], [-1.229, 3.866, -0.912], [-0.195, 5.181, -1.300], [1.219, 4.004, -2.663], [-0.328, 3.510, -3.174], [0.995, 1.725, -1.193], [2.802, 1.994, -2.445], [1.645, -1.585, -2.880], [3.517, -0.579, 0.029], [3.801, 0.190, -1.467], [4.285, -1.844, -2.546], [3.129, -2.666, -1.588], [5.436, -1.772, -0.148], [5.119, -3.619, 1.068], [3.463, -3.432, 0.459], [3.953, -4.836, -1.426], [3.745, -5.653, 1.289], [4.869, -6.731, 0.509], [3.255, -6.512, -0.120], [6.122, -4.447, -1.584], [-0.316, -0.603, -0.618], [0.310, -1.253, -4.466], [-1.234, -0.497, -4.318], [-2.028, -2.360, -2.879], [-1.675, -2.696, -4.520], [0.354, -3.771, -4.077], [0.378, -3.322, -2.421], [-1.243, -5.370, -3.841], [-0.410, -5.533, -2.331], [-2.123, -4.629, -1.313], [-0.587, 1.242, -3.579], [-1.897, 2.420, -1.962], [-1.607, 1.171, -0.842], [-2.871, -0.375, -2.170], [-3.759, 1.128, -2.058], [-2.867, 0.729, -3.531], [-5.988, 2.897, -1.714], [-6.335, 2.552, -3.432], [-7.178, 1.318, -3.608], [-6.293, -0.164, -3.155], [-5.383, 2.459, -3.949], [-6.862, 3.416, -3.830], [-7.459, 1.219, -4.654], [-8.081, 1.362, -3.007], [4.584, -8.803, 2.693], [3.676, -8.526, 4.196], [2.318, -7.933, 3.939], [2.415, -6.252, 3.334], [4.275, -7.884, 4.836], [3.565, -9.493, 4.683], [1.753, -7.899, 4.868], [1.759, -8.516, 3.213], [-11.503, 4.548, 1.127], [-9.941, 3.714, 1.306], [-9.085, 3.840, 0.076], [-9.761, 2.939, -1.308], [-10.145, 2.674, 1.545], [-9.432, 4.171, 2.153], [-8.098, 3.427, 0.270], [-8.974, 4.878, -0.227], [7.732, -9.657, 3.968], [8.454, -8.648, 2.690], [9.721, -7.975, 3.143], [9.414, -6.729, 4.382], [7.708, -7.922, 2.379], [8.669, -9.306, 1.850], [10.189, -7.474, 2.298], [10.425, -8.691, 3.557], [-13.040, 7.188, 4.762], [-13.939, 5.986, 3.800], [-14.253, 4.745, 4.590], [-12.789, 3.802, 4.975], [-13.347, 5.754, 2.921], [-14.866, 6.460, 3.484], [-14.905, 4.096, 4.009], [-14.749, 4.985, 5.527], [5.606, 4.367, 0.572], [5.833, 5.918, 1.430], [7.156, 5.969, 2.143], [7.212, 4.820, 3.504], [4.998, 6.035, 2.118], [5.779, 6.708, 0.685], [7.309, 6.964, 2.553], [7.980, 5.737, 1.474]]}

# 7
{"formula": "C10H26Cl4N6O12", "method": "ωB97M-V/def2-TZVPD", "lumo_energy_ha": -0.015, "homo_ha": -0.3778, "molar_mass_g_mol": 564.2, "multiplicity": 1, "e_above_lowest_kj_mol": 41.0, "orbital_gap_ev": 9.9, "symbols": ["Cl", "C", "C", "Cl", "H", "H", "H", "H", "Cl", "C", "C", "Cl", "H", "H", "H", "H", "C", "N", "O", "O", "H", "H", "H", "C", "N", "O", "O", "H", "H", "H", "C", "N", "O", "O", "H", "H", "H", "C", "N", "O", "O", "H", "H", "H", "C", "N", "O", "O", "H", "H", "H", "C", "N", "O", "O", "H", "H", "H"], "coordinates": [[3.106, -1.076, 1.317], [2.552, -2.719, 1.648], [3.668, -3.601, 2.245], [4.073, -2.924, 3.846], [2.163, -3.126, 0.714], [1.682, -2.637, 2.301], [4.473, -3.570, 1.510], [3.420, -4.661, 2.281], [-1.268, 0.241, 1.067], [-0.208, 1.056, -0.219], [0.506, 0.033, -1.067], [1.777, 0.771, -2.073], [0.463, 1.738, 0.304], [-0.848, 1.679, -0.844], [-0.191, -0.611, -1.603], [1.020, -0.718, -0.468], [-3.423, 1.036, -4.080], [-3.502, 2.226, -3.165], [-2.533, 2.414, -2.444], [-4.462, 2.980, -3.209], [-4.152, 0.367, -3.623], [-2.448, 0.568, -4.209], [-3.809, 1.266, -5.073], [3.021, 3.722, 3.552], [2.243, 3.106, 2.488], [1.105, 3.551, 2.185], [2.807, 2.231, 1.809], [2.574, 3.329, 4.466], [3.032, 4.800, 3.397], [4.068, 3.425, 3.486], [1.080, 0.323, 3.972], [0.325, -0.734, 4.663], [0.787, -1.845, 4.791], [-0.809, -0.437, 5.073], [2.135, 0.046, 3.963], [0.947, 1.229, 4.562], [0.675, 0.404, 2.963], [-0.266, 4.702, -1.143], [-1.291, 5.280, -0.229], [-0.967, 5.842, 0.762], [-2.473, 5.257, -0.604], [0.145, 5.434, -1.839], [-0.696, 3.762, -1.490], [0.546, 4.428, -0.470], [-1.733, -3.323, -4.334], [-0.747, -2.317, -4.848], [-0.148, -2.517, -5.887], [-0.602, -1.276, -4.180], [-2.156, -3.848, -5.190], [-2.477, -2.691, -3.847], [-1.261, -3.955, -3.582], [-2.170, -4.557, 0.129], [-1.107, -3.522, -0.018], [-0.717, -3.272, -1.107], [-0.728, -3.011, 1.041], [-1.984, -5.262, -0.681], [-3.073, -3.998, -0.116], [-2.140, -5.036, 1.108]]}

# 8
{"formula": "C26H24ClN2O3P2RuS2Te", "method": "ωB97M-V/def2-TZVPD", "lumo_energy_ha": [-0.001, -0.078], "homo_ha": [-0.2541, -0.2941], "molar_mass_g_mol": 802.7, "s_squared": 8.77, "multiplicity": 6, "e_above_lowest_kj_mol": 0.0, "orbital_gap_ev": [6.9, 5.9], "symbols": ["Ru", "Cl", "C", "C", "C", "C", "C", "C", "P", "C", "C", "C", "C", "C", "C", "C", "C", "C", "C", "C", "C", "H", "H", "H", "H", "H", "H", "H", "H", "H", "H", "H", "H", "H", "H", "S", "C", "S", "C", "C", "N", "C", "N", "C", "C", "O", "P", "O", "Te", "O", "C", "C", "H", "H", "H", "H", "H", "H", "H", "H", "H", "H"], "coordinates": [[-0.128, 0.519, -0.511], [1.940, -1.490, -0.462], [3.273, -0.792, 0.449], [4.522, -1.355, 0.253], [5.606, -0.830, 0.939], [5.436, 0.243, 1.802], [4.176, 0.789, 1.981], [3.064, 0.279, 1.309], [1.413, 0.997, 1.517], [0.710, 0.253, 3.004], [-0.635, 0.509, 3.277], [-1.231, -0.059, 4.390], [-0.498, -0.890, 5.228], [0.835, -1.153, 4.954], [1.441, -0.581, 3.843], [1.713, 2.744, 1.905], [1.431, 3.263, 3.165], [1.613, 4.617, 3.420], [2.081, 5.453, 2.419], [2.368, 4.937, 1.161], [2.179, 3.590, 0.902], [4.638, -2.184, -0.430], [6.588, -1.261, 0.789], [6.284, 0.654, 2.332], [4.047, 1.633, 2.647], [-1.217, 1.146, 2.619], [-2.276, 0.136, 4.590], [-0.972, -1.341, 6.090], [1.404, -1.808, 5.601], [2.479, -0.800, 3.631], [1.063, 2.620, 3.953], [1.386, 5.012, 4.402], [2.222, 6.508, 2.616], [2.729, 5.589, 0.376], [2.378, 3.205, -0.091], [-0.969, -1.173, -2.166], [-2.041, -1.686, -0.900], [-1.765, -0.856, 0.611], [-3.001, -2.643, -1.049], [-3.175, -3.308, -2.308], [-3.317, -3.840, -3.318], [-3.876, -3.000, 0.027], [-4.578, -3.277, 0.895], [-2.006, 5.794, 0.969], [-2.955, 5.065, 0.051], [-2.202, 4.364, -0.992], [-1.765, 2.867, -0.744], [-1.357, 2.514, 0.650], [0.010, 2.473, -2.341], [-2.984, 1.946, -1.128], [-3.580, 1.852, -2.450], [-4.796, 0.975, -2.326], [-2.569, 6.410, 1.672], [-1.356, 6.452, 0.391], [-1.388, 5.096, 1.532], [-3.607, 5.745, -0.493], [-3.577, 4.342, 0.581], [-2.824, 1.410, -3.102], [-3.810, 2.862, -2.796], [-4.507, -0.040, -2.054], [-5.325, 0.936, -3.278], [-5.478, 1.359, -1.568]]}

Repeat the fifth record exactly.
{"formula": "C2H5NS2", "method": "ωB97M-V/def2-TZVPD", "lumo_energy_ha": 0.025, "homo_ha": -0.3150, "molar_mass_g_mol": 107.2, "multiplicity": 1, "e_above_lowest_kj_mol": 16.2, "orbital_gap_ev": 9.2, "symbols": ["C", "C", "H", "H", "H", "H", "H", "N", "S", "S"], "coordinates": [[1.894, -0.996, 0.011], [-0.566, 0.348, 0.000], [2.983, -0.954, -0.022], [1.507, -1.511, -0.883], [1.494, -1.501, 0.914], [-0.578, 2.416, 0.065], [-2.112, 1.723, -0.027], [-1.089, 1.571, 0.002], [1.188, 0.638, -0.007], [-1.416, -1.093, -0.001]]}